Below is 2 unconnected molecules or ions with the total composition C3H5Cl4N4 at a distorted geometry, with properties calculated with ωB97M-V/def2-TZVPD.

Structure (ORCA input):
```
! RIJCOSX wB97M-V def2-TZVPD def2/J DEFGRID3
* xyz 1 1
C -1.27765 1.63565 -0.83421
C 1.94597 -0.48645 -0.18998
C -1.18676 -1.37277 0.80275
N 0.98479 -1.40486 0.11354
N -0.28663 -0.73294 0.17782
N -0.44178 2.13873 0.03414
N -1.74089 1.07509 -1.76256
Cl 2.07681 0.75145 1.33021
Cl 3.47908 -1.36653 -0.21707
Cl -1.26663 -3.00446 1.37225
Cl -2.69289 -0.56192 1.00404
H 1.74876 0.06587 -1.06712
H 0.14251 1.40165 0.55841
H -0.38346 3.09530 0.18309
H 1.15529 -1.91021 1.02251
H -2.25652 0.67641 -2.52782
*
```

The value obtained for the strongest force on any atom is 3.8 eV/Å. The value obtained for the frontier orbital gap is 0.354 Ha. The HOMO energy is -0.4996 Ha. The value obtained for the molecular weight is 238.91 g mol⁻¹. For the LUMO energy, the calculation gives -3.96 eV.

Below is 12 unconnected molecules or ions with the total composition C39H71F7O40P4 at a distorted geometry, with properties calculated with ωB97M-V/def2-TZVPD.

Structure (ORCA input):
```
! RIJCOSX wB97M-V def2-TZVPD def2/J DEFGRID3
* xyz 0 1
C 6.86393 -4.70132 23.98917
O 7.47047 -4.76371 22.68377
C 7.49670 -3.48693 22.06917
C 8.16060 -3.72394 20.73812
O 9.49491 -4.01708 20.96555
C 10.34210 -3.84369 19.80061
C 10.33477 -5.02718 18.83895
O 10.77444 -6.16785 19.51291
C 10.84376 -7.32557 18.67854
H 7.49469 -3.97832 24.53445
H 6.88079 -5.71941 24.39471
H 5.78151 -4.43816 23.90985
H 7.99226 -2.77099 22.67497
H 6.51041 -3.13365 21.99538
H 8.05210 -2.83767 20.08774
H 7.60217 -4.53158 20.23750
H 11.34658 -3.75878 20.17444
H 10.08303 -2.86332 19.35495
H 10.97014 -4.73474 17.94973
H 9.39929 -5.32480 18.31370
H 11.59265 -7.10535 17.91879
H 9.85358 -7.49995 18.23556
H 11.00351 -8.14462 19.38624
C 11.25402 -5.47940 30.34754
C 11.03300 -6.81689 31.03252
O 9.86076 -6.61989 31.71823
C 9.62486 -5.29236 31.90835
O 8.73898 -4.82609 32.62846
O 10.49750 -4.54876 31.18167
F 11.98626 -6.97105 32.00593
H 10.72967 -5.50192 29.39027
H 12.26031 -5.17868 30.10506
H 10.95356 -7.74727 30.50878
C 8.77637 -7.91058 21.69388
C 7.89956 -8.25717 22.80769
O 8.66569 -9.05630 23.73921
C 9.81805 -9.38912 23.04892
O 10.70724 -10.09116 23.49848
O 9.95520 -8.76604 21.87606
F 6.99509 -9.09856 22.30993
H 9.21736 -6.89931 21.71984
H 8.20566 -8.08656 20.77290
H 7.45537 -7.44266 23.39218
C 10.62028 -3.93305 24.34347
C 10.71441 -5.37921 23.96219
O 9.93121 -5.98310 25.08338
C 10.01292 -5.13635 26.11870
O 9.67748 -5.46771 27.22348
O 10.45126 -3.92689 25.75765
F 11.90226 -5.96378 23.99076
H 9.75584 -3.55577 23.76125
H 11.52001 -3.30661 24.16406
H 10.28797 -5.49779 22.96865
C 8.24916 -8.41235 26.94554
C 7.69080 -8.25010 28.33345
O 6.59181 -7.44677 28.17398
C 6.43326 -7.01700 26.91553
O 5.63582 -6.23593 26.54654
O 7.35024 -7.67365 26.13904
F 8.56794 -7.62888 29.15685
H 8.28331 -9.41986 26.59188
H 9.25990 -8.01299 26.81830
H 7.32334 -9.14623 28.81540
C 12.77677 -11.64286 29.94148
C 12.60726 -10.27025 30.62937
O 11.38845 -9.81634 30.01332
C 11.29151 -10.32715 28.78425
O 10.56514 -9.90755 27.93276
O 11.98861 -11.47266 28.67507
F 13.66620 -9.53454 30.23763
H 12.29629 -12.43411 30.49948
H 13.75755 -11.94205 29.60060
H 12.46735 -10.18970 31.71717
C 6.76648 -13.28867 31.56127
C 6.58556 -12.41114 30.33911
O 7.82718 -11.85816 30.11836
C 8.60875 -12.01262 31.24737
O 9.66610 -11.53009 31.38894
O 7.99173 -12.87246 32.11063
F 5.66866 -11.35608 30.55545
H 6.85974 -14.32730 31.23544
H 5.91378 -13.13529 32.24980
H 6.24016 -12.92376 29.43008
C 8.68639 -12.80834 27.16456
C 7.73345 -14.03255 27.38018
O 6.49644 -13.46034 27.38024
C 6.52939 -12.14446 27.00855
O 5.48475 -11.53666 26.77755
O 7.80047 -11.71530 26.92954
F 7.95314 -14.58325 28.60953
H 9.31467 -13.15335 26.32416
H 9.29430 -12.47557 28.00422
H 7.90071 -14.84834 26.70467
C 13.34754 -7.24762 27.14740
O 14.41485 -6.79485 27.88462
P 15.02882 -5.30094 27.96341
O 15.75754 -4.77038 26.80586
O 13.72595 -4.43015 28.25376
C 13.72094 -3.03545 28.15744
O 15.88399 -5.38612 29.24717
C 15.47565 -5.74622 30.50986
H 12.59215 -7.57327 27.80137
H 13.70448 -8.13585 26.59308
H 13.02523 -6.48533 26.43029
H 14.21683 -2.79207 27.18694
H 14.30186 -2.54419 28.96667
H 12.68692 -2.76303 28.10993
H 16.34280 -5.78599 31.17258
H 14.97081 -6.70115 30.42725
H 14.69923 -5.02821 30.89395
C 5.53585 -4.36682 30.53562
O 5.16295 -5.13846 31.61846
P 4.85226 -4.60454 33.07537
O 4.55569 -5.73167 33.98097
O 6.04833 -3.68643 33.56177
C 6.86278 -3.96230 34.69208
O 3.72600 -3.54780 32.83709
C 3.15175 -2.81842 33.89051
H 4.66402 -4.20981 29.85374
H 6.11243 -5.11664 29.96145
H 6.17680 -3.50152 30.85534
H 7.47251 -3.03421 34.80848
H 7.56803 -4.75249 34.51648
H 6.28688 -4.19757 35.57572
H 2.97504 -1.78466 33.58247
H 3.75390 -2.96106 34.79731
H 2.23126 -3.30858 34.09391
C 9.81352 -9.24982 33.99902
O 8.77602 -10.13663 33.77492
P 7.31532 -9.60384 33.97483
O 6.44276 -10.66924 33.63988
O 7.36556 -9.07706 35.47667
C 6.20007 -8.37427 35.92402
O 7.18276 -8.21365 33.23068
C 6.80932 -8.17134 31.88351
H 10.72404 -9.90030 33.93945
H 9.78997 -8.92025 35.03245
H 9.93510 -8.44466 33.26356
H 6.32231 -7.32925 35.57596
H 6.20291 -8.20802 37.01212
H 5.32080 -8.80597 35.49142
H 7.32725 -8.97546 31.32489
H 7.29480 -7.28398 31.51807
H 5.73150 -8.07174 31.87097
C 3.73573 -1.25571 27.12813
O 2.52628 -1.59051 26.48305
P 2.52599 -2.63203 25.21087
O 3.47482 -2.43574 24.12500
O 2.73673 -3.99988 25.97798
C 3.02540 -5.16504 25.27554
O 1.02406 -2.53577 24.77202
C 0.01410 -2.68203 25.70865
H 3.55082 -0.31082 27.63895
H 4.51328 -1.02423 26.38927
H 4.04896 -2.02395 27.85108
H 3.62386 -5.09697 24.38326
H 2.05498 -5.67700 25.10581
H 3.60062 -5.73537 25.97856
H 0.36637 -3.37203 26.50721
H -0.80542 -3.15775 25.13430
H -0.40702 -1.71884 26.11738
*
```

The value obtained for the strongest force on any atom is 3.9 eV/Å. The value obtained for the frontier orbital gap is 0.388 Ha. The HOMO energy is -0.3717 Ha. The value obtained for the molecular weight is 1436.84 g mol⁻¹. For the LUMO energy, the calculation gives 0.44 eV.

Below is a molecular structure, C18H23N2O5S2SeSiSn at a distorted geometry, with properties calculated with ωB97M-V/def2-TZVPD.

Structure (ORCA input):
```
! RIJCOSX wB97M-V def2-TZVPD def2/J DEFGRID3
* xyz -2 2
Sn -6.52104 -11.11142 -16.08590
O -8.49049 -11.30075 -16.70166
N -8.78820 -11.56850 -18.01658
C -10.11861 -11.77181 -18.24401
C -10.50880 -12.01183 -19.54798
C -9.54540 -12.01572 -20.57570
C -8.21661 -11.77629 -20.28490
C -7.80109 -11.47727 -18.97152
S -6.30706 -10.66077 -18.66416
H -10.76307 -11.83603 -17.38640
H -11.52965 -12.13861 -19.78776
H -9.76641 -12.34230 -21.55773
H -7.43586 -11.77891 -21.05612
C -5.59484 -13.39873 -13.54761
O -5.74772 -13.98583 -14.89408
C -6.45220 -13.35037 -15.81245
C -7.23567 -14.31084 -16.60436
H -6.58966 -13.29211 -13.11904
H -5.04246 -12.45182 -13.58195
H -5.02551 -14.15134 -12.99594
H -6.50008 -14.75686 -17.31476
H -8.08347 -13.85327 -17.13028
H -7.66589 -15.12337 -15.99798
C -3.17127 -10.49761 -13.57300
Si -2.60849 -9.77459 -15.23792
C -1.66897 -11.07385 -16.20471
C -1.61705 -8.19203 -14.90626
Se -4.37481 -9.16850 -16.53670
H -2.56721 -9.97750 -12.75900
H -2.94154 -11.60569 -13.57547
H -4.21590 -10.25868 -13.44979
H -0.87932 -11.41348 -15.47741
H -1.27645 -10.61491 -17.14658
H -2.32202 -11.96657 -16.42783
H -0.66840 -8.41647 -14.36462
H -2.18070 -7.60996 -14.10986
H -1.41739 -7.49469 -15.70303
O -10.25187 -10.80686 -14.84657
S -9.15077 -11.44928 -14.14916
O -8.92796 -12.86503 -14.42836
N -7.72659 -10.54549 -14.26811
C -7.39992 -9.94341 -13.07005
O -6.44314 -9.18777 -12.86570
C -8.44693 -10.29687 -12.05319
C -8.48086 -9.97774 -10.65339
C -9.50989 -10.46210 -9.87266
C -10.38073 -11.44000 -10.39820
C -10.31232 -11.76137 -11.72716
C -9.33567 -11.22212 -12.48095
H -7.68347 -9.36477 -10.26608
H -9.60135 -10.22354 -8.82553
H -11.05610 -11.95777 -9.67237
H -10.97278 -12.49136 -12.24616
*
```

The value obtained for the strongest force on any atom is 3.7 eV/Å. The value obtained for the frontier orbital gap (alpha / beta) is 0.092 / 0.099 Ha. The HOMO energy (alpha / beta) is 0.0657 / 0.0582 Ha. The value obtained for the molecular weight is 637.28 g mol⁻¹. For the LUMO energy (alpha / beta), the calculation gives 4.29 / 4.28 eV.

Question: Number 1 is which compound?
Answer: C3H5Cl4N4

Question: What is the formula in the second record?
Answer: C39H71F7O40P4

Question: Look up the strongest force on any atom of the first one.
Answer: 3.8 eV/Å

Question: Among the records above, which one has the highest molecular weight?
Answer: C39H71F7O40P4